(1)
The following is a DFT calculation (the ωB97M-V functional and the def2-TZVPD basis) of the ion C5H8N with charge +1 in a non-equilibrium geometry.

ΔE to the lowest compared entry with this formula, charge and spin in kJ/mol: 396.7
Maximum force in hartree/bohr: 0.071
Net charge: +1
Frontier orbital gap in hartree: 0.321
HOMO in Ha: -0.4669
SMILES: C=C=C=CC[NH3+]

Each line ends with the Mulliken charge.
Atoms and positions in Å:
N (-2.3896, -0.1120, 0.0647)  -0.44
C (0.3262, -0.3812, -0.5908)  -0.42
C (4.0540, 0.1581, 0.3048)  -0.90
C (-0.7909, 0.0442, 0.4311)  -0.27
C (2.7758, -0.0595, 0.0492)  0.24
C (1.6140, -0.3712, -0.3751)  0.27
H (-2.5144, 0.0286, -1.0212)  0.39
H (4.4811, 0.5668, 1.1836)  0.28
H (-0.8224, 1.2211, 0.5868)  0.26
H (-2.7865, 0.7418, 0.5477)  0.41
H (-2.8378, -0.9827, 0.3911)  0.35
H (4.8274, -0.1838, -0.4214)  0.23
H (-0.1091, -0.9297, -1.4859)  0.26
H (-0.4633, -0.4908, 1.3733)  0.32

Forces on the atoms, in the same order (eV/Å):
1.8 1.1 -1.4
-3.0 -1.4 -1.4
-0.2 -1.1 -1.6
1.0 2.2 0.7
1.2 -0.1 0.1
-0.2 1.1 0.8
0.2 -0.5 2.6
-0.2 0.5 0.9
0.6 -2.5 -0.1
0.1 -1.5 -0.7
0.2 0.5 -0.3
-0.8 0.3 0.4
0.8 0.8 0.8
-1.5 0.7 -0.7

(2)
The following is a DFT calculation (the ωB97M-V functional and the def2-TZVPD basis) of the ion C5H12NO with charge +1 in a non-equilibrium geometry.

ΔE to the lowest compared entry with this formula, charge and spin in kJ/mol: 40.5
Maximum force in hartree/bohr: 0.036
Net charge: +1
Frontier orbital gap in hartree: 0.412
HOMO in Ha: -0.5346
SMILES: OC[C@@H]1CCC[NH2+]1

Each line ends with the Mulliken charge.
Atoms and positions in Å:
O (1.4281, -2.2978, 1.2988)  -0.51
N (0.0612, 1.1031, 0.6454)  -0.27
C (-0.4153, -0.6803, -0.9055)  -0.61
C (-1.0164, 0.5898, -1.4505)  -0.57
C (-1.1317, 1.5032, -0.2504)  -0.61
C (1.4425, -0.9577, 0.9273)  -0.79
C (0.0352, -0.4285, 0.5456)  0.18
H (-1.9814, 1.2831, 0.3975)  0.33
H (-1.0245, -1.5821, -0.7945)  0.34
H (-0.6753, -0.8359, 1.2614)  0.36
H (-1.9904, 0.5366, -1.9371)  0.34
H (-1.1047, 2.5779, -0.4089)  0.42
H (1.7402, -0.3656, 1.8033)  0.31
H (0.8758, 1.6501, 0.3700)  0.38
H (2.0665, -0.7833, 0.0452)  0.42
H (1.8135, -2.8615, 0.6277)  0.34
H (-0.3791, 1.0956, -2.1782)  0.30
H (0.3858, -1.0056, -1.5728)  0.31
H (-0.1301, 1.4587, 1.5758)  0.34

Forces on the atoms, in the same order (eV/Å):
-0.4 -0.1 0.2
-1.6 0.5 -0.2
0.4 -1.5 0.4
-0.7 1.2 -0.1
0.2 0.2 1.1
-0.6 0.5 -0.3
1.7 0.2 -0.6
-0.2 -0.1 -0.3
-0.6 0.4 -0.6
-0.2 0.5 0.1
0.0 -0.4 0.1
0.1 0.0 -0.2
0.4 -0.1 -0.2
0.5 -0.8 -0.4
0.4 0.2 0.3
0.1 -0.1 -0.2
0.2 -0.3 0.0
0.3 0.1 0.4
-0.1 -0.3 0.4

(3)
The following is a DFT calculation (the ωB97M-V functional and the def2-TZVPD basis) of a structure of composition C29H66GeN3O4PtS2Si4 in a non-equilibrium geometry.

ΔE to the lowest compared entry with this formula, charge and spin in kJ/mol: 176.2
Maximum force in hartree/bohr: 0.051
Spin multiplicity: 4
Frontier orbital gap (alpha / beta) in hartree: 0.253 / 0.204
HOMO (alpha / beta) in Ha: -0.2401 / -0.2895

Each line ends with the Löwdin spin population.
Atoms and positions in Å:
Pt (-0.4173, -0.1205, -0.0209)  1.55
Ge (-0.2818, -1.4630, -1.9637)  0.24
S (1.9356, 1.1392, -0.1582)  0.27
S (-2.6294, 0.1530, 0.9299)  0.38
Si (-2.9254, 2.1116, 0.1815)  0.04
Si (1.6715, -0.9059, -3.3791)  0.04
Si (-0.0221, -3.8643, -1.6056)  0.04
Si (-2.2146, -1.3877, -3.4885)  0.07
O (0.5327, -2.2479, 1.3216)  0.03
O (-1.4392, 2.5149, -0.3598)  0.02
O (-3.9475, 2.1543, -1.0774)  0.00
O (-3.5548, 3.1142, 1.3034)  0.01
N (0.6192, 0.6138, 1.9996)  0.11
N (2.2481, -3.3961, 2.2439)  0.00
N (2.1666, 2.4030, 2.1340)  0.02
C (-3.7298, -2.1054, -2.5689)  0.00
C (-3.3044, 3.3461, 2.6806)  0.00
C (1.4660, 0.8718, -4.0568)  0.00
C (-5.7707, 1.9117, -2.5798)  0.00
C (3.6422, -3.4612, 2.5968)  0.00
C (-3.8606, 4.7404, 2.9825)  0.00
C (-1.0672, 3.6477, -1.1485)  0.00
C (0.3852, 0.6807, 3.2977)  0.01
C (-1.9853, -2.3885, -5.1126)  0.02
C (1.8041, -4.2600, -1.1593)  0.00
C (-0.3894, -4.9931, -3.1124)  0.01
C (1.5401, 1.4430, 1.4588)  0.03
C (3.3640, -1.0161, -2.4969)  0.00
C (-1.8055, 3.3287, 2.9594)  0.00
C (-1.2707, 3.2921, -2.6214)  0.00
C (-5.3660, 2.2095, -1.1332)  0.00
C (-2.7519, 0.3492, -4.0792)  0.00
C (1.8999, 2.5051, 3.4185)  0.00
C (-4.0098, 2.2608, 3.4950)  0.01
C (1.6908, -2.3182, 1.6846)  0.00
C (-1.8970, 4.8719, -0.7617)  0.00
C (-0.5803, -0.2813, 3.9082)  0.00
C (1.0492, 1.6335, 4.0779)  0.01
C (-5.9817, 1.1782, -0.1901)  0.00
C (0.4084, 3.9552, -0.8963)  0.00
C (-1.2504, -4.4200, -0.2489)  0.00
C (-5.8137, 3.6192, -0.7446)  0.00
C (1.8149, -2.1213, -4.8529)  0.02
C (1.4686, -4.5936, 2.4509)  0.00
H (2.2066, -3.5034, -0.4965)  0.00
H (-1.0036, -5.3930, 0.1660)  0.00
H (3.7051, -2.0410, -2.3910)  0.00
H (1.9330, -3.1365, -4.4915)  0.00
H (0.6154, 4.0422, 0.1678)  0.00
H (-5.4114, 3.8594, 0.2345)  0.00
H (-4.6509, -1.8621, -3.0931)  0.00
H (0.4518, -4.3954, 2.1183)  0.00
H (-5.5746, 0.1942, -0.4066)  0.00
H (-1.9673, 0.8426, -4.6431)  0.00
H (-5.4948, 0.8956, -2.8445)  0.00
H (-4.9325, 4.7745, 2.7989)  0.00
H (4.1187, -0.4736, -3.0594)  0.00
H (-2.3237, 3.1348, -2.8289)  0.00
H (0.1313, -4.6622, -4.0044)  0.00
H (-2.2554, -4.4786, -0.6538)  0.00
H (-0.9161, -1.0030, 3.1657)  0.00
H (-5.7443, 1.4305, 0.8398)  0.00
H (-1.5781, -3.3749, -4.9395)  0.00
H (1.4765, 1.5880, -3.2429)  0.00
H (-5.2680, 2.5930, -3.2624)  0.00
H (-0.7365, 2.3721, -2.8427)  0.00
H (-1.7268, 5.1155, 0.2867)  0.00
H (1.8838, -5.4232, 1.8722)  0.00
H (2.4178, -4.2674, -2.0540)  0.00
H (4.1235, -4.2661, 2.0354)  0.00
H (-3.6173, 0.2839, -4.7333)  0.00
H (-3.3741, 5.4608, 2.3268)  0.00
H (1.4625, -4.8652, 3.5083)  0.00
H (-0.8933, 4.0908, -3.2533)  0.00
H (-1.6092, 3.4772, 4.0200)  0.00
H (4.1340, -2.5203, 2.3586)  0.00
H (-3.6835, -3.1857, -2.4679)  0.00
H (1.9107, -5.2285, -0.6798)  0.00
H (-2.9582, 4.6847, -0.8983)  0.00
H (-6.8452, 2.0290, -2.6937)  0.00
H (-1.4419, 0.2580, 4.2991)  0.00
H (-1.4523, -5.0134, -3.3277)  0.00
H (-3.0099, 0.9801, -3.2355)  0.00
H (-5.0683, 2.2472, 3.2579)  0.00
H (-0.0755, -6.0133, -2.9108)  0.00
H (2.6877, -1.8805, -5.4517)  0.00
H (-0.0983, -0.7928, 4.7407)  0.00
H (0.5369, 0.9883, -4.6051)  0.00
H (-6.8987, 3.6968, -0.7216)  0.00
H (2.4123, 3.3102, 3.9303)  0.00
H (1.0372, 3.1651, -1.2950)  0.00
H (-1.2655, -3.6890, 0.5507)  0.00
H (0.9480, -2.0961, -5.5019)  0.00
H (-2.9399, -2.5194, -5.6109)  0.00
H (3.3091, -0.5697, -1.5106)  0.00
H (2.2781, 1.1318, -4.7274)  0.00
H (-3.6662, 5.0183, 4.0164)  0.00
H (0.8803, 1.6847, 5.1396)  0.00
H (-3.7838, -1.6781, -1.5720)  0.00
H (2.3955, -1.4768, 1.5918)  0.00
H (-1.6034, 5.7283, -1.3667)  0.00
H (-1.4004, 2.3735, 2.6397)  0.00
H (0.6676, 4.8887, -1.3900)  0.00
H (-1.3067, 4.1142, 2.3946)  0.00
H (-3.5916, 1.2945, 3.2309)  0.01
H (-3.8875, 2.4273, 4.5611)  0.00
H (-7.0617, 1.1584, -0.3134)  0.00
H (3.7664, -3.6589, 3.6644)  0.00
H (-1.3227, -1.8733, -5.8012)  0.00
H (-5.4216, 4.3372, -1.4627)  0.00

Forces on the atoms, in the same order (eV/Å):
-0.1 1.0 1.5
0.7 -1.3 -2.1
-0.5 -0.5 -0.9
0.5 -0.1 -0.3
0.1 -0.4 0.2
0.2 0.0 -0.3
0.0 -0.6 0.2
-1.0 0.2 -0.4
-0.5 -0.2 0.0
0.0 0.1 0.3
0.3 0.0 -0.3
0.0 0.0 -0.3
0.1 0.0 -0.6
0.0 -0.3 0.2
0.1 0.2 -0.6
0.6 0.2 -0.2
0.1 0.3 0.6
0.1 -0.7 0.3
0.2 0.0 0.4
0.2 0.0 0.0
0.1 -0.3 -0.1
0.3 0.7 -0.5
0.0 0.1 0.6
0.3 0.3 0.7
-0.7 0.4 0.0
0.1 0.6 0.4
0.2 0.2 0.7
-0.7 0.1 -0.1
-0.2 0.0 -0.2
-0.1 0.0 0.4
-0.7 0.2 -0.2
0.5 -0.5 0.4
-0.2 -0.2 0.5
0.2 0.2 -0.2
0.5 0.3 0.1
0.1 -0.2 0.1
0.0 0.0 -0.2
0.0 -0.1 -0.3
0.2 0.1 -0.2
-0.3 -0.2 -0.2
0.5 0.3 -0.4
0.2 -0.1 -0.1
-0.2 0.5 0.5
-0.2 -0.1 -0.1
0.1 0.1 0.1
0.1 -0.2 0.0
0.0 -0.2 0.0
0.0 -0.3 0.1
0.0 0.0 0.1
-0.1 0.1 0.1
-0.1 0.1 -0.2
0.0 -0.1 0.0
0.0 -0.2 0.0
0.2 0.1 -0.1
0.0 -0.2 -0.1
-0.1 0.0 0.0
0.1 0.1 -0.2
-0.2 0.0 -0.1
0.1 0.1 -0.2
-0.2 0.0 -0.2
0.0 0.0 0.1
0.0 0.0 0.2
0.1 -0.3 0.0
0.0 0.2 0.2
0.1 0.1 0.0
0.1 -0.1 -0.1
0.0 0.1 0.1
0.0 0.0 0.0
0.1 0.0 -0.3
0.1 0.0 0.0
-0.2 -0.2 -0.1
0.0 0.1 0.0
0.0 0.0 0.0
0.1 0.1 -0.1
0.0 0.0 0.1
0.0 0.0 0.0
0.1 -0.2 0.0
-0.1 -0.2 0.1
-0.2 0.0 -0.1
-0.1 0.0 0.0
-0.1 0.0 0.0
-0.2 0.0 -0.1
-0.1 0.1 0.2
-0.2 0.0 0.0
0.1 -0.2 0.2
0.2 0.1 -0.1
0.0 -0.1 0.0
-0.2 0.0 -0.1
-0.1 0.0 0.0
0.0 0.0 0.2
0.0 0.1 0.0
0.0 0.1 0.2
-0.2 0.0 -0.1
-0.3 0.1 0.0
0.1 0.0 0.2
0.3 0.0 -0.2
0.0 0.0 0.1
0.0 0.0 0.1
0.0 0.1 0.2
-0.1 0.1 -0.1
0.0 0.0 -0.1
0.1 -0.1 0.0
0.0 0.1 0.0
0.1 0.1 0.0
0.0 -0.2 0.1
0.0 0.1 0.2
-0.1 0.0 0.0
0.0 0.0 0.0
0.1 0.1 -0.1
0.0 0.1 -0.1

(4)
The following is a DFT calculation (the ωB97M-V functional and the def2-TZVPD basis) of a structure of composition C5H9FO in a non-equilibrium geometry.

ΔE to the lowest compared entry with this formula, charge and spin in kJ/mol: 359.8
Maximum force in hartree/bohr: 0.116
Frontier orbital gap in hartree: 0.379
HOMO in Ha: -0.3454

Each line ends with the Mulliken charge.
Atoms and positions in Å:
F (-2.2779, 0.4918, -1.3293)  -0.31
O (1.1575, -0.5846, 0.0102)  -0.49
C (-0.6982, -0.3084, 0.0250)  0.83
C (-0.9323, 0.3175, -1.0861)  0.39
C (-1.1578, -0.7501, 1.3527)  -1.61
C (0.0157, 0.7830, -2.1727)  -1.08
C (1.5755, 0.0151, 1.1586)  -0.64
H (-0.7788, -1.7553, 1.4558)  0.42
H (2.7318, -0.1389, 1.1831)  0.22
H (-0.7912, -0.2252, 2.1447)  0.39
H (-2.1881, -0.8099, 1.2584)  0.41
H (1.4918, 1.1353, 1.1741)  0.23
H (-0.5746, 0.8877, -3.0211)  0.44
H (1.1336, -0.6340, 1.9544)  0.29
H (0.5038, 1.6034, -1.7505)  0.26
H (0.7891, -0.0274, -2.3573)  0.26

Forces on the atoms, in the same order (eV/Å):
0.4 0.5 -0.3
-4.5 0.7 -1.7
5.8 -0.5 1.2
-0.9 -0.5 -0.8
0.5 -1.8 -3.3
0.3 -3.4 1.7
2.8 -0.6 0.8
0.0 -0.6 0.2
-1.7 0.1 0.2
0.6 1.9 2.0
-2.2 0.0 0.5
-0.6 -0.8 0.5
-0.7 0.9 -1.7
0.7 1.5 0.5
0.8 1.7 -0.1
-1.0 1.0 0.3